1.
{"formula": "C25H43Cl5GaN3O6Si", "method": "the ωB97M-V functional and the def2-TZVPD basis", "species": ["C", "C", "H", "H", "H", "C", "C", "H", "H", "H", "H", "Ga", "Cl", "C", "O", "N", "C", "C", "H", "H", "H", "H", "H", "H", "H", "H", "H", "C", "C", "N", "H", "C", "O", "H", "H", "H", "H", "H", "H", "C", "C", "N", "H", "C", "O", "H", "H", "H", "H", "O", "C", "C", "C", "H", "C", "H", "C", "H", "C", "C", "H", "H", "H", "Si", "Cl", "C", "C", "C", "H", "H", "H", "H", "H", "H", "H", "H", "H", "Cl", "C", "Cl", "Cl", "C", "O", "O"], "xyz": [[2.782713, -2.160389, -1.844336], [2.640717, -1.353428, -3.098125], [2.331346, -3.152344, -1.974636], [2.345714, -1.679179, -0.967249], [3.854489, -2.289742, -1.639823], [2.719877, -1.935694, -4.312273], [2.938204, -3.384075, -4.569642], [2.675081, -1.343618, -5.237767], [2.312307, -4.075008, -3.983197], [3.992158, -3.692430, -4.482019], [2.699253, -3.560542, -5.619851], [2.584802, 1.750766, -0.372952], [4.147170, 3.197597, -0.590878], [0.492479, 3.602363, 0.596912], [0.821322, 2.532309, -0.018673], [-0.720321, 3.859518, 1.055660], [-1.806268, 2.914951, 1.264453], [-1.020276, 5.260417, 1.322226], [1.203954, 4.407704, 0.699708], [-1.477555, 2.052211, 1.849406], [-2.266396, 2.580149, 0.324336], [-2.581501, 3.483282, 1.794441], [-0.368822, 5.609631, 2.125862], [-2.067375, 5.349054, 1.658334], [-0.790677, 5.872837, 0.431210], [-2.395268, 1.594028, 4.619343], [-1.464317, 1.498418, 6.782227], [-2.364221, 0.497226, 4.541760], [-1.159587, 0.445760, 6.715186], [-1.235418, 0.021869, 5.323644], [-2.241648, 0.163762, 3.504715], [-0.432656, -0.955169, 4.836210], [-0.534964, -1.503580, 3.744696], [-0.136001, 0.309164, 7.094108], [0.373480, -1.235834, 5.538906], [-3.307673, 0.107795, 4.960825], [-1.850690, -0.135986, 7.348146], [-0.515862, -4.480285, 3.955111], [-0.838597, -3.431995, 1.358898], [-1.491205, -4.917150, 3.684192], [-1.759337, -4.025739, 1.425335], [-2.202729, -4.022797, 2.798649], [-2.061309, -5.067668, 4.605112], [-3.012273, -3.038653, 3.246203], [-3.562693, -2.202912, 2.532018], [-2.540012, -3.562881, 0.813065], [-3.143584, -3.077311, 4.346525], [-1.347125, -5.887555, 3.186017], [-1.506141, -5.047738, 1.116216], [2.546396, 0.586260, -1.686724], [2.722622, 0.185657, -3.038426], [0.970967, 0.245170, -4.957399], [1.821951, 0.914740, -4.055783], [0.722154, -0.815123, -4.814817], [0.472918, 0.866656, -6.118585], [3.761306, 0.440708, -3.340801], [2.023841, 2.289217, -4.276398], [-0.097014, 0.286127, -6.857873], [0.757675, 2.210841, -6.371450], [1.496557, 2.917578, -5.423847], [2.649345, 2.855338, -3.572473], [0.402083, 2.708393, -7.284463], [1.728239, 3.971573, -5.599026], [-1.925993, -0.426948, -1.731770], [-0.880465, -1.868837, -0.675258], [-1.680780, -1.190385, -3.428525], [-1.129977, 1.265193, -2.171361], [-3.050424, -0.053529, -0.287251], [-1.685232, -0.418823, -4.203397], [-2.510023, -1.884643, -3.643453], [-0.747130, -1.753302, -3.536520], [-3.745732, -0.861065, 0.030681], [-3.638704, 0.828811, -0.540189], [-2.482340, 0.143274, 0.643602], [-1.120987, 1.387280, -3.272101], [-0.103300, 1.424544, -1.757983], [-1.819269, 2.046604, -1.812047], [4.287578, 1.854610, 3.211151], [2.880211, 0.774979, 3.540407], [3.320275, -0.965298, 3.404278], [2.169611, 1.126825, 5.085595], [1.881569, 0.957219, 2.345729], [0.735128, 1.371600, 2.478872], [2.554342, 0.687614, 1.229411]], "atomic_forces_ev_per_a": [[0.0, 0.0, 0.2], [0.4, 0.2, -1.4], [0.2, 0.2, 0.1], [0.0, 0.0, -0.2], [-0.1, -0.1, 0.1], [0.1, 0.4, 0.6], [-0.1, -0.8, -0.6], [0.3, -0.1, 0.7], [0.3, 0.3, 0.0], [-0.2, 0.1, 0.3], [-0.1, -0.2, 0.0], [-0.4, -0.8, 0.6], [0.0, 0.4, 0.2], [-0.5, -1.7, -1.1], [-0.3, 1.3, 0.9], [0.6, 0.0, -0.3], [-0.6, -0.3, -0.3], [0.4, 0.7, 0.3], [0.3, 0.3, 0.0], [0.1, 0.2, -0.2], [0.4, 0.0, 0.2], [0.2, -0.5, 0.0], [-0.1, 0.1, 0.1], [0.6, 0.1, -0.4], [-0.5, -0.2, 0.4], [0.0, -0.2, -0.2], [0.3, -0.2, 0.0], [-0.1, 0.0, 0.2], [-0.1, -0.2, -0.1], [0.0, -0.1, 0.0], [-0.1, 0.1, 0.3], [0.1, -0.4, -0.4], [0.0, 0.5, 0.7], [-0.3, 0.1, -0.1], [-0.1, 0.1, 0.0], [0.2, 0.0, -0.3], [0.2, 0.1, -0.1], [-0.1, -0.3, -0.1], [-0.2, -0.1, -0.1], [0.1, 0.3, 0.4], [0.2, 0.3, 0.0], [-0.3, -0.3, 0.1], [0.1, 0.0, -0.1], [-0.1, 0.2, -0.5], [0.3, -0.5, 0.6], [0.4, -0.3, 0.0], [-0.1, 0.0, -0.2], [0.0, 0.3, 0.2], [-0.4, 0.2, 0.0], [-0.6, -0.3, -0.7], [-0.1, -0.1, 0.7], [-0.2, 0.0, -0.4], [-0.1, 0.2, -0.7], [0.3, 0.8, 0.0], [0.1, 0.1, 0.3], [-0.4, 0.0, 0.2], [-0.1, -0.2, -0.4], [0.2, 0.2, 0.5], [-0.1, -0.1, 0.2], [0.3, 0.1, 0.5], [-0.2, -0.2, -0.4], [0.2, -0.3, 0.5], [-0.1, -0.3, 0.1], [2.5, 0.9, 0.2], [1.0, -0.2, 0.1], [-2.0, -0.6, -0.7], [0.0, 0.1, 0.3], [-1.7, -0.4, 0.0], [-0.2, -0.1, 0.1], [0.3, -0.1, -0.3], [-0.2, 0.2, 0.6], [0.4, 0.4, -0.4], [-0.3, 0.1, 0.2], [0.2, -0.1, -0.8], [0.3, -0.1, 0.6], [-1.0, -0.1, -0.4], [0.4, 0.0, 0.2], [-0.5, -0.5, 0.4], [-0.1, -0.6, -1.0], [0.2, 0.4, 0.5], [0.0, 0.1, 0.2], [-0.2, 1.0, -1.2], [1.9, -0.8, 0.1], [-1.1, 0.9, 0.5]], "homo_lumo_gap_ev": 8.4, "spin_multiplicity": 1}

***

2.
{"formula": "C25H43N4O4S3Tc", "method": "the ωB97M-V functional and the def2-TZVPD basis", "species": ["Tc", "C", "N", "C", "C", "C", "N", "C", "C", "H", "H", "H", "H", "H", "H", "H", "H", "H", "H", "H", "H", "H", "H", "H", "H", "O", "C", "C", "C", "C", "O", "N", "H", "H", "H", "H", "C", "C", "S", "O", "C", "C", "H", "H", "H", "H", "H", "H", "H", "H", "H", "H", "S", "C", "N", "C", "C", "C", "C", "C", "C", "H", "H", "H", "H", "H", "O", "S", "C", "C", "C", "C", "H", "H", "H", "H", "H", "H", "H", "H"], "xyz": [[1.286298, 0.606097, 0.867885], [3.485103, 2.436254, 2.092561], [2.982944, 2.058029, 0.736842], [4.036606, 1.474165, -0.098320], [2.470491, 3.315841, 0.101835], [1.198460, 3.054318, -0.781995], [0.179522, 2.230112, 0.030867], [-0.927155, 1.749905, -0.844217], [-0.383165, 3.121440, 1.105934], [4.434062, 2.980203, 1.930334], [3.823589, 1.546245, 2.694137], [2.761464, 3.050942, 2.593116], [4.976053, 2.042660, -0.140429], [3.641576, 1.367594, -1.107946], [4.291487, 0.507921, 0.348672], [3.258536, 3.852846, -0.404231], [2.200970, 3.977715, 0.968131], [1.386915, 2.463585, -1.675855], [0.747588, 4.040846, -1.119788], [-1.241918, 2.583213, -1.482584], [-1.812836, 1.367044, -0.268478], [-0.546667, 0.954989, -1.484904], [-0.786025, 4.004636, 0.615236], [0.232930, 3.529206, 1.937261], [-1.181180, 2.578467, 1.649643], [1.918145, 0.849934, -2.456390], [1.579237, -0.259229, -2.051755], [1.375603, -1.382591, -3.020879], [1.122124, -2.579913, -2.091694], [1.442239, -2.082353, -0.699451], [1.714546, -2.791157, 0.257995], [1.604633, -0.686575, -0.706529], [2.273734, -1.481341, -3.659563], [0.478768, -1.329914, -3.624970], [1.695842, -3.484626, -2.246702], [0.027446, -2.849864, -2.056997], [-3.304975, 0.232176, 2.248832], [-2.844682, -1.177696, 2.068737], [-1.048817, -1.319297, 2.263371], [-0.534495, -0.393578, 1.067065], [-0.881552, -3.035720, 1.613502], [-1.556166, -3.388439, 0.294198], [-4.396175, 0.214878, 1.979358], [-2.786126, 0.921225, 1.568866], [-3.144002, 0.543707, 3.256233], [-2.986956, -1.608948, 1.071226], [-3.320759, -1.853538, 2.852707], [-1.242883, -3.706183, 2.377085], [0.244807, -3.090045, 1.541078], [-2.636472, -3.647767, 0.517224], [-1.079606, -4.268747, -0.128067], [-1.537636, -2.598237, -0.488170], [3.343833, -2.521171, 3.724913], [3.077174, -1.578387, 2.319680], [2.170743, -0.595774, 2.401529], [1.797816, -0.386106, 3.731706], [1.077304, 0.700039, 4.230886], [0.935807, 0.730212, 5.664493], [1.423216, -0.307090, 6.525071], [2.138032, -1.392519, 5.994927], [2.312416, -1.430101, 4.627293], [3.497934, -1.830286, 1.354105], [0.554424, 1.536849, 3.673356], [0.532185, 1.648971, 6.097813], [1.278440, -0.244853, 7.581549], [2.540453, -2.194653, 6.626947], [-2.495487, -1.603555, -2.957748], [-3.218351, -0.483929, -3.628256], [-2.275550, 0.083902, -5.093289], [-3.164135, 0.167912, -6.336984], [-4.509989, -0.616365, -6.119251], [-4.552535, -1.216521, -4.705107], [-1.425866, -0.616729, -5.210242], [-1.839966, 1.061514, -4.845091], [-2.641285, -0.196597, -7.214669], [-3.335123, 1.255429, -6.505081], [-4.650821, -1.437865, -6.892156], [-5.380619, 0.057051, -6.255135], [-4.402478, -2.326094, -4.618540], [-5.479042, -0.903719, -4.182737]], "atomic_forces_ev_per_a": [[0.1, -0.8, 1.2], [2.0, -1.2, -0.2], [-1.0, 0.2, 0.0], [0.5, -0.8, 0.0], [-1.8, 0.3, 0.8], [-0.1, 0.8, 0.3], [1.0, 1.1, -0.2], [-0.6, 0.3, 0.0], [-0.9, -0.3, 0.7], [-0.5, 0.3, 0.2], [-0.8, 0.7, -0.6], [-0.2, 0.1, 0.4], [-0.4, 0.3, 0.2], [0.1, -0.2, 0.1], [0.0, 0.0, -0.4], [0.2, -0.1, -0.5], [0.0, -0.4, -1.0], [0.3, 0.2, 0.3], [0.4, -1.0, 0.7], [-0.1, -0.1, 0.1], [1.1, 0.4, -0.4], [0.0, 0.1, 0.1], [-0.3, 0.0, 0.0], [0.6, -0.7, -0.9], [0.2, 0.3, -0.6], [-0.8, -1.0, 0.7], [1.6, 1.1, -0.5], [-0.2, -1.7, 0.6], [-0.9, -0.2, 0.6], [1.3, -0.3, 0.6], [-0.7, 0.6, -0.8], [-0.7, 0.9, -0.8], [-0.5, 0.1, 0.3], [0.1, 0.8, -0.4], [0.0, -0.1, -0.3], [1.1, 0.1, -0.2], [-1.2, 0.0, -1.3], [0.3, -1.1, 0.6], [-0.2, -0.5, -0.9], [-0.2, -0.5, 0.8], [1.8, 0.7, -0.3], [-1.5, 0.4, 0.1], [1.0, 0.5, 0.5], [-0.2, -0.2, 0.2], [-0.2, 0.4, 0.7], [-0.4, 0.3, 0.2], [0.8, 0.6, -1.0], [0.0, 0.0, 0.6], [-1.3, -0.3, 0.2], [1.2, 0.2, -0.6], [0.1, -0.1, 0.1], [0.1, -0.3, 0.6], [-0.3, 1.0, -0.5], [-1.2, 0.2, -0.1], [1.6, -0.7, -0.1], [0.2, -1.2, 1.0], [-0.6, 0.1, 2.1], [0.6, -0.4, -0.7], [0.1, 0.5, -1.8], [-0.6, 0.2, 0.5], [-0.2, 1.6, -1.6], [0.1, -0.1, 0.3], [1.0, -1.1, 0.3], [-0.2, -0.5, 0.0], [-0.1, 0.2, 0.4], [-0.2, 0.5, -0.2], [-0.1, 0.5, 0.2], [0.1, -1.2, -2.2], [1.6, 0.7, -0.1], [-0.8, 0.8, 0.4], [-0.1, -0.2, -0.6], [-1.5, -0.4, 0.7], [-0.5, 0.1, 0.3], [-0.1, -0.3, 0.0], [0.2, -0.2, 0.1], [-0.3, -0.9, 0.0], [0.4, 0.9, 1.1], [0.6, -0.3, 0.2], [0.0, 1.0, 0.0], [0.4, -0.6, -0.3]], "homo_lumo_gap_ev": [7.8, 3.8], "spin_multiplicity": 4, "charge": 3}

***

3.
{"formula": "C25H44AlCaCl2FKN2NaO9P", "method": "the ωB97M-V functional and the def2-TZVPD basis", "species": ["C", "C", "O", "C", "C", "C", "C", "C", "Cl", "C", "C", "C", "C", "C", "O", "N", "C", "C", "N", "C", "C", "C", "P", "O", "O", "C", "C", "O", "C", "C", "H", "H", "H", "H", "H", "H", "H", "H", "H", "H", "H", "H", "H", "H", "H", "H", "H", "H", "H", "H", "H", "H", "H", "H", "H", "H", "H", "H", "H", "H", "H", "H", "H", "H", "H", "H", "H", "C", "O", "O", "O", "Na", "F", "K", "Ca", "C", "C", "C", "O", "H", "H", "H", "H", "H", "H", "H", "Cl", "Al"], "xyz": [[-3.664437, -1.749507, 0.904683], [-2.847201, -0.589237, 0.063450], [-2.160969, 0.382705, 0.921905], [-1.543868, 1.451816, 0.143616], [-2.474283, 2.733223, -0.275585], [-4.035248, 2.831026, 0.163894], [-4.164695, 3.560069, 1.627988], [-3.043553, 4.704038, 1.911763], [-3.935992, 2.256511, 2.958266], [-1.867439, 3.974379, -1.158971], [-0.293892, 3.855926, -1.530643], [0.529344, 2.557154, -1.034365], [2.139744, 2.544981, -1.417893], [2.904370, 2.986545, -0.012644], [4.110891, 2.542651, 0.249128], [2.090971, 3.867393, 0.916643], [2.787694, 5.176556, 1.212836], [1.910660, 3.206453, 2.275749], [-0.079015, 1.419731, -0.247244], [0.706154, 0.214079, 0.225474], [0.609503, -1.080967, -0.768196], [2.060384, -1.631566, -1.279915], [2.297377, -3.511707, -1.117122], [3.729326, -3.720832, -0.456312], [2.309275, -4.244022, -2.712375], [3.406934, -5.210978, -2.830691], [2.982516, -6.230312, -4.066580], [1.153854, -4.265463, -0.063517], [1.348265, -3.812918, 1.325474], [2.299254, -4.788804, 2.223230], [-4.504667, -2.222671, 0.223423], [-2.982748, -2.636388, 1.237080], [-4.160699, -1.276968, 1.841776], [-2.139416, -1.174352, -0.663156], [-3.636109, -0.055490, -0.618285], [-4.397109, 1.719444, 0.333616], [-4.739442, 3.268430, -0.649991], [-5.223141, 4.055351, 1.759816], [-3.124687, 5.505137, 1.070012], [-1.946292, 4.322211, 1.931215], [-3.226661, 5.203198, 2.966071], [-2.506459, 4.902403, -1.477041], [0.205183, 4.734067, -2.132153], [2.394202, 3.354048, -2.222627], [2.491809, 1.478744, -1.767803], [3.883145, 4.963023, 1.622006], [2.766020, 5.938772, 0.334263], [2.214881, 5.682196, 2.110934], [2.025348, 2.043998, 2.210329], [0.829625, 3.461656, 2.670363], [2.714596, 3.604028, 3.039086], [1.859215, 0.446408, 0.340331], [0.345100, -0.058542, 1.316384], [-0.008382, -1.895162, -0.180481], [-0.023925, -0.749779, -1.692787], [2.957293, -1.098242, -0.726024], [2.148640, -1.342572, -2.406527], [3.568698, -5.879482, -1.896724], [4.424788, -4.732166, -3.148502], [3.875858, -6.406835, -4.786641], [2.664634, -7.269703, -3.650492], [2.081630, -5.819740, -4.687864], [1.865410, -2.762583, 1.287995], [0.301691, -3.641954, 1.823974], [1.717043, -4.989227, 3.229257], [2.553062, -5.799945, 1.704289], [3.258058, -4.183991, 2.481423], [-0.073084, -2.809698, 4.686290], [0.604485, -2.831399, 5.714869], [-1.200855, -3.318726, 4.560415], [0.270808, -2.269109, 3.616630], [2.109268, 1.231074, 3.804961], [1.758712, -1.920205, 7.039184], [2.552114, 7.081925, -1.042491], [0.767558, -2.353443, 8.678909], [-3.648637, -1.782711, -4.078651], [-3.680097, -0.242004, -4.093389], [-2.293353, 0.289597, -4.500042], [-3.929575, 0.170685, -2.862756], [-2.906996, -2.180675, -3.375110], [-4.625556, -2.200389, -3.808955], [-3.392924, -2.166323, -5.072986], [-4.361135, 0.037321, -4.910189], [-1.501895, -0.032698, -3.811841], [-2.280286, 1.385118, -4.538077], [-2.024967, -0.074708, -5.498422], [4.626487, 6.137399, 2.768772], [3.437816, -2.267277, 5.744293]], "atomic_forces_ev_per_a": [[0.2, 0.2, 0.2], [-2.2, -2.4, -1.9], [2.5, 2.5, -2.6], [-1.3, 2.5, -1.1], [2.4, 0.6, -1.5], [0.6, -1.7, 0.9], [0.4, 1.1, -0.2], [-0.3, 0.3, 0.3], [-0.3, 1.1, -1.1], [3.3, -4.0, 1.5], [-2.6, -2.9, 2.4], [-1.9, 1.8, -0.8], [-0.8, -0.1, 1.6], [4.6, -2.0, 1.0], [-7.0, 2.4, -1.3], [0.4, -2.0, -0.4], [-0.4, 0.2, 0.4], [-0.1, 0.1, 0.5], [-2.3, 2.8, -0.7], [1.5, -1.1, 0.8], [-0.9, 0.1, 0.2], [-0.9, 1.2, -0.6], [5.3, -2.8, 1.6], [-4.7, 1.1, -2.1], [-0.2, 1.5, 3.9], [1.1, -2.5, -1.8], [-0.2, -0.1, 0.1], [1.4, 1.8, -1.7], [0.3, 0.9, 1.0], [-0.7, 0.5, 0.5], [1.8, 1.2, 1.2], [-1.1, 1.8, -0.5], [0.8, -0.9, -1.7], [-0.9, 1.5, 1.4], [1.7, -0.8, 1.4], [0.7, 2.3, -0.4], [1.6, -0.4, 1.4], [2.1, -1.3, -0.2], [0.1, -1.2, 1.6], [-2.0, 0.3, -0.2], [0.2, -1.0, -2.3], [1.3, -2.1, 0.7], [-0.9, -2.3, 1.3], [-0.8, -1.6, 1.4], [-0.6, 2.3, 0.7], [-1.9, 0.7, -1.1], [0.3, -3.4, 3.3], [1.1, -1.0, -2.0], [-0.3, 2.4, -1.3], [2.1, -0.5, -0.7], [-1.3, -0.6, -1.3], [-2.4, 0.1, -0.4], [0.3, 0.5, -2.3], [1.4, 1.5, -1.3], [1.1, -0.7, 1.7], [-1.8, -1.5, -1.0], [0.0, -0.7, 2.0], [-0.4, 1.6, -1.4], [-2.1, -0.4, 1.0], [-1.5, 0.4, 1.3], [0.5, 1.9, -0.7], [1.8, -0.6, 1.2], [-0.9, -1.8, 0.2], [2.0, -0.6, -1.2], [1.2, 0.2, -2.0], [-0.5, 2.0, 0.9], [-1.5, -1.4, -0.6], [-1.6, -0.6, -1.2], [0.2, -1.4, 0.5], [-1.7, -0.9, 0.5], [1.7, 1.9, -1.7], [0.0, -0.6, 1.0], [3.9, 2.1, 2.5], [0.0, 2.0, -1.8], [-0.8, -0.6, -0.5], [0.2, -1.8, 0.2], [0.2, 0.7, -0.4], [1.3, 0.1, -0.3], [-0.4, 0.1, -0.1], [-0.1, 0.3, -0.1], [0.2, 0.4, 0.0], [0.0, 0.4, 0.0], [-0.5, 0.2, 0.5], [-0.3, 0.0, 0.0], [-0.3, -0.2, 0.1], [-0.2, -0.1, 0.1], [1.4, 1.0, 1.4], [-1.4, -0.3, 0.1]], "homo_lumo_gap_ev": 1.4, "spin_multiplicity": 1, "charge": 3}

***

What is the formula in the first record?
C25H43Cl5GaN3O6Si